Below is 6 unconnected molecules or ions with the total composition C28H40IN7S at a distorted geometry, with properties calculated with ωB97M-V with the def2-TZVPD basis set.

Values from the calculation:
Total charge: 0
HOMO energy (eV): -8.65
LUMO level (eV): -1.26
HOMO-LUMO gap (eV): 7.39

Each line ends with the Löwdin charge.
Element x y z (Å)
S 4.33826 -2.37866 -2.11539  0.6640
C 2.69830 -1.71054 -1.59993  -0.5541
C 2.57370 -0.30696 -0.88087  -0.0545
C 1.15170 0.13374 -0.46102  -0.0106
C -0.14768 -0.71610 -0.74278  -0.1793
N -1.41156 -0.19838 -0.29271  0.0593
C -2.51744 -1.03283 -0.62606  -0.1430
C -2.33085 -2.37107 -1.39655  -0.6459
I -4.17239 -3.48569 -1.86991  0.7156
N -1.11454 -2.97172 -1.83460  0.0379
C -0.04262 -2.07889 -1.47350  -0.1659
C 1.42418 -2.54411 -1.88157  -0.0095
H 4.60894 -3.36328 -1.15193  -0.1239
H 3.50601 0.34437 -0.68773  0.1083
H 1.00101 1.12911 0.07701  0.0873
H -3.57771 -0.71032 -0.32157  0.0992
H 1.54966 -3.56678 -2.40412  0.0979
C 2.96406 -2.33978 2.26177  -0.1156
C 4.15911 -2.50239 3.19236  -0.2616
C 5.39042 -1.72591 2.72496  -0.1869
C 5.91896 -2.23179 1.45285  -0.2182
N 6.32150 -2.62600 0.44899  0.1323
H 3.17348 -2.74205 1.26613  0.0595
H 2.10010 -2.87629 2.66172  0.0588
H 2.69012 -1.28581 2.15703  0.0713
H 4.39761 -3.56599 3.29176  0.1144
H 3.87722 -2.14407 4.18739  0.0957
H 6.17231 -1.80689 3.48668  0.1181
H 5.14969 -0.66273 2.63181  0.1216
C -2.85016 4.43973 -1.07050  -0.1103
C -2.34417 4.46748 -2.50695  -0.2661
C -1.31406 3.37680 -2.80146  -0.1920
C -0.07401 3.55745 -2.03743  -0.2310
N 0.89492 3.69875 -1.43207  0.1438
H -2.04406 4.63347 -0.35731  0.0631
H -3.61339 5.20826 -0.92524  0.0742
H -3.29593 3.46984 -0.83103  0.0759
H -1.92163 5.45396 -2.72189  0.1117
H -3.19734 4.33187 -3.17920  0.1087
H -1.07319 3.39521 -3.86911  0.1183
H -1.74053 2.39133 -2.59112  0.1135
C -1.74615 -4.09821 4.99922  -0.1115
C -2.11502 -2.65599 4.67561  -0.2665
C -1.03750 -1.92528 3.87370  -0.1924
C 0.20838 -1.75776 4.63182  -0.2294
N 1.18616 -1.63217 5.22825  0.1573
H -0.85771 -4.15205 5.63458  0.0731
H -2.56574 -4.58597 5.53282  0.0727
H -1.55088 -4.66689 4.08522  0.0768
H -2.32202 -2.11899 5.60643  0.1132
H -3.04205 -2.65625 4.09360  0.1086
H -1.41305 -0.93562 3.59481  0.1190
H -0.83628 -2.46071 2.94082  0.1164
C -1.55678 -3.47345 -4.98645  -0.1325
C -1.05043 -3.45317 -6.42270  -0.2648
C -0.02683 -4.55114 -6.71249  -0.1940
C 1.21381 -4.37554 -5.94757  -0.2246
N 2.18298 -4.23818 -5.34153  0.1529
H -0.75023 -3.28244 -4.27506  0.0436
H -2.31577 -2.69979 -4.84338  0.0637
H -2.00826 -4.44007 -4.74373  0.0734
H -0.62199 -2.46991 -6.64054  0.1133
H -1.90399 -3.58593 -7.09532  0.1076
H 0.21497 -4.53782 -7.77999  0.1169
H -0.45956 -5.53303 -6.49925  0.1205
C -0.73461 7.61896 1.34202  -0.1124
C -0.77725 7.62854 2.86496  -0.2686
C -1.22153 6.29289 3.46206  -0.1956
C -2.61013 5.96099 3.12065  -0.2356
N -3.69725 5.70097 2.84557  0.1410
H -1.72716 7.45178 0.91413  0.0681
H -0.37008 8.57951 0.96940  0.0728
H -0.06455 6.83628 0.97388  0.0756
H -1.43955 8.43177 3.20238  0.1123
H 0.22451 7.86147 3.23954  0.1087
H -1.13182 6.34426 4.55176  0.1171
H -0.55464 5.49258 3.12792  0.1210



Below is a molecular structure, C28H40N5NiO4S, with properties calculated with ωB97M-V with the def2-TZVPD basis set.

Values from the calculation:
Spin multiplicity: 3
Total charge: +1
HOMO energy (spin up / spin down) (eV): -9.96 / -9.95
⟨S²⟩: 2.006
LUMO level (spin up / spin down) (eV): -1.75 / -1.80
HOMO-LUMO gap (spin up / spin down) (eV): 8.21 / 8.15

Each line ends with the Löwdin spin population.
Element x y z (Å)
Ni -0.70619 1.19440 0.13030  1.6775
N -2.35889 1.30123 1.54198  0.0232
C -1.92132 2.13681 2.67522  0.0013
C -0.47956 1.80844 3.02963  0.0043
N 0.34584 1.95486 1.82038  0.0508
H -3.21277 1.66191 1.13444  0.0019
H -2.55548 0.35672 1.85884  0.0004
H -2.55437 2.01087 3.55198  0.0006
H -1.98264 3.18380 2.37067  -0.0001
H -0.41418 0.77410 3.36030  -0.0001
H -0.14263 2.44200 3.84956  0.0017
H 1.24601 1.50055 1.90714  0.0010
H 0.52571 2.93255 1.62112  0.0012
C 1.36606 -6.26344 2.49043  0.0000
O 1.20371 -5.06514 1.74219  0.0000
C 1.77085 -5.02861 0.50870  0.0000
C 2.47694 -6.06866 -0.06701  0.0001
C 2.99653 -5.92647 -1.35210  -0.0002
C 2.78538 -4.75971 -2.06032  0.0000
C 2.05987 -3.71718 -1.48777  -0.0001
C 1.56829 -3.83343 -0.19498  0.0004
N 0.81494 -2.84480 0.48698  0.0012
C 0.66538 -1.52129 0.17495  0.0033
N 1.72486 -0.94573 -0.41888  0.0023
C 1.78840 0.25575 -1.17622  0.0106
C 0.76950 1.18996 -1.23474  0.0657
C 0.96749 2.26055 -2.12292  0.0139
C 2.12587 2.40809 -2.86915  0.0028
C 3.15315 1.47533 -2.75549  -0.0005
C 2.97522 0.39403 -1.91641  0.0017
O 3.88022 -0.61522 -1.75484  0.0005
C 5.09925 -0.52995 -2.48531  0.0002
N -0.41888 -0.85501 0.46648  0.0542
C -1.51247 -1.58250 1.03227  0.0024
C -1.49868 -1.83947 2.41157  0.0036
C -2.55670 -2.43492 3.07393  -0.0001
C -3.68631 -2.78855 2.34284  0.0039
C -3.71494 -2.56392 0.98223  -0.0006
C -2.64096 -1.97688 0.30364  0.0037
O -2.85903 -1.85996 -1.02907  0.0020
C -1.86945 -1.43631 -1.96399  0.0062
H 0.87605 -6.09659 3.44323  0.0000
H 2.42239 -6.47937 2.65996  0.0000
H 0.89783 -7.10914 1.98377  0.0000
H 2.63023 -6.99167 0.47513  0.0000
H 3.55467 -6.74309 -1.79380  0.0000
H 3.17186 -4.65280 -3.06677  0.0000
H 1.87350 -2.82018 -2.06485  0.0000
H 0.18643 -3.21278 1.18363  0.0000
H 2.54966 -1.51801 -0.49437  0.0000
H 0.17257 2.98321 -2.25429  0.0023
H 2.23973 3.24547 -3.55107  0.0006
H 4.06185 1.59326 -3.32963  0.0000
H 5.67536 -1.41016 -2.22156  0.0000
H 5.65829 0.36680 -2.21133  0.0000
H 4.91297 -0.52785 -3.56120  0.0000
H -0.60375 -1.55517 2.95798  0.0001
H -2.50594 -2.61456 4.14096  -0.0001
H -4.53509 -3.25368 2.82869  0.0003
H -4.57254 -2.85303 0.38533  -0.0001
H -2.34971 -1.50634 -2.93387  0.0001
H -0.99256 -2.08478 -1.94912  0.0002
H -1.54891 -0.41488 -1.80807  0.0066
C -2.21948 6.38874 1.60888  0.0005
C -2.56043 5.42178 0.47968  0.0022
S -1.07809 4.52592 -0.06295  0.0054
O -1.52438 3.12711 -0.43543  0.0389
C -0.75579 5.40670 -1.60781  0.0011
C -1.74343 5.04338 -2.70383  0.0002
H -3.12913 6.84858 1.99582  0.0001
H -1.56415 7.18994 1.26280  0.0000
H -1.71994 5.88053 2.43613  0.0000
H -2.99069 5.93753 -0.37699  0.0000
H -3.24818 4.63418 0.78802  0.0001
H 0.26608 5.13851 -1.87394  0.0000
H -0.77119 6.46624 -1.33690  0.0002
H -1.76049 3.96683 -2.86522  0.0001
H -1.44156 5.52568 -3.63316  0.0000
H -2.75806 5.36888 -2.47242  0.0000



Below is a molecular structure, C28H41BN8O3PS3V, with properties calculated with ωB97M-V with the def2-TZVPD basis set.

Values from the calculation:
Spin multiplicity: 4
Total charge: -1
HOMO energy (spin up / spin down) (eV): -3.76 / -4.39
⟨S²⟩: 3.808
LUMO level (spin up / spin down) (eV): 2.53 / 2.53
HOMO-LUMO gap (spin up / spin down) (eV): 6.29 / 6.91

Each line ends with the Löwdin spin population.
Element x y z (Å)
V 0.46447 -0.66870 -0.46443  2.0561
C -2.43192 -4.46483 0.78083  0.0002
N -2.96619 -3.21002 1.26788  0.0008
C -4.31058 -2.91108 1.34496  0.0005
C -4.39625 -1.69052 1.91080  0.0000
N -3.12338 -1.23810 2.18027  0.0010
B -2.98724 0.16242 2.90246  0.0005
N -1.57520 0.44565 3.47519  0.0002
C -1.29943 0.38476 4.82315  -0.0001
C -0.07814 0.91805 5.03700  -0.0001
N 0.40354 1.29839 3.80040  0.0004
C 1.61317 2.06516 3.57211  0.0003
C -0.51685 1.00127 2.85131  0.0048
S -0.33996 1.31787 1.18467  0.0135
C -2.24387 -2.16686 1.77589  0.0027
S -0.53897 -2.12924 1.86850  0.0025
H -3.07148 -5.27720 1.12573  0.0001
H -1.42918 -4.58466 1.18413  0.0001
H -2.37694 -4.47592 -0.30742  0.0000
H -5.06640 -3.59086 0.99437  0.0001
H -5.25683 -1.09511 2.15984  0.0000
H -3.31070 1.02359 2.12783  0.0002
H -3.73332 0.10515 3.86012  0.0001
H -2.00999 -0.03114 5.51368  0.0000
H 0.49190 1.05834 5.93781  0.0000
H 2.06342 2.27626 4.54037  0.0000
H 1.36150 3.00068 3.07342  0.0001
H 2.31698 1.50824 2.96107  0.0000
S 2.34448 -0.32822 -1.88656  -0.0106
C 1.59477 0.89069 -2.90436  0.0240
N 2.35325 1.50481 -3.77061  0.2304
N 1.68711 2.47712 -4.53955  0.0327
C 1.27089 3.68442 -3.98041  0.0109
C 1.25383 3.93977 -2.60578  0.0036
C 0.78297 5.15176 -2.12489  0.0026
C 0.33103 6.14300 -2.98525  0.0006
C 0.36350 5.89972 -4.35311  0.0030
C 0.82318 4.69139 -4.84519  0.0003
N 0.27358 1.19446 -2.77986  0.3204
N -0.35631 0.64311 -1.75651  0.2392
C -1.71539 1.06299 -1.68555  0.0104
C -2.64434 0.24901 -1.04415  0.0297
C -3.97331 0.63189 -0.96847  -0.0017
C -4.39237 1.82637 -1.53697  0.0265
C -3.46675 2.63229 -2.18712  -0.0021
C -2.13535 2.25778 -2.27169  0.0240
H 2.21031 2.61738 -5.38927  0.0007
H 1.59603 3.18316 -1.91621  0.0012
H 0.76126 5.31477 -1.05379  0.0001
H -0.04618 7.08118 -2.59944  -0.0001
H 0.01450 6.65498 -5.04793  0.0002
H 0.81662 4.50095 -5.91308  0.0001
H -2.32741 -0.69182 -0.60680  0.0051
H -4.67891 -0.01048 -0.45877  -0.0009
H -5.43116 2.12675 -1.47211  0.0019
H -3.78105 3.56909 -2.63234  -0.0008
H -1.41258 2.88584 -2.77220  0.0019
C 2.25258 -1.98513 3.54876  0.0000
O 2.50362 -0.76164 2.85544  -0.0014
P 2.46539 -0.62040 1.24196  0.0085
O 3.35465 0.71842 1.25395  -0.0033
C 3.14316 1.86937 0.42072  0.0006
O 3.51877 -1.75685 0.78287  0.0021
C 4.88027 -1.72770 1.20279  0.0004
H 2.89941 -1.98623 4.42644  -0.0001
H 2.49348 -2.84898 2.92533  0.0000
H 1.20995 -2.03619 3.84948  -0.0001
H 3.76608 1.79613 -0.46690  0.0003
H 3.42086 2.73582 1.02154  0.0000
H 2.09879 1.95406 0.13109  0.0005
H 5.24813 -2.75218 1.17812  0.0000
H 4.97736 -1.32985 2.21446  0.0000
H 5.46222 -1.11255 0.51647  0.0000
C 1.39543 -4.31880 -0.41476  0.0016
C 0.95887 -3.56553 -1.66834  0.0026
C 0.42983 -4.55785 -2.70714  -0.0027
C -0.06853 -2.47469 -1.36259  -0.0467
H 2.20523 -5.01989 -0.63841  0.0001
H 0.56176 -4.89051 0.00574  0.0001
H 1.74222 -3.63576 0.36118  0.0014
H 1.84488 -3.08455 -2.09195  -0.0008
H -0.49300 -5.02943 -2.35037  -0.0002
H 1.15267 -5.35464 -2.91228  -0.0004
H 0.20168 -4.05347 -3.64830  0.0001
H -0.88907 -2.87553 -0.76399  -0.0008
H -0.50503 -2.11115 -2.30520  0.0008



Below is a molecular structure, C28H41ClF5N5O10S2Si at a distorted geometry, with properties calculated with ωB97M-V with the def2-TZVPD basis set.

Values from the calculation:
Total charge: 0
HOMO energy (eV): -7.84
LUMO level (eV): -2.27
HOMO-LUMO gap (eV): 5.57

Each line ends with the Löwdin charge.
Element x y z (Å)
C -3.15961 -0.98194 2.70920  -0.0606
C -3.67327 0.19848 1.81802  -0.4018
C -4.54048 1.11437 2.72469  -0.0588
C -2.41619 0.88908 1.28037  -0.1873
C -2.71002 2.15308 0.42549  -0.1533
C -1.96867 2.23729 -0.92606  -0.5452
Cl -3.31762 2.91028 -2.04451  0.8145
C -1.53310 0.99834 -1.71194  -0.1644
C -2.60202 -0.06183 -1.96608  -0.3365
O -3.70063 -0.02373 -1.48747  0.1662
N -2.20972 -1.20310 -2.79821  0.1684
C -2.05171 -2.34515 -1.95696  -0.4938
O -1.01937 -2.71971 -1.48670  0.1838
F -3.17648 -3.03541 -1.71894  0.1465
N -0.95842 1.66734 -2.91447  0.0451
C 0.10655 0.87413 -3.59733  -0.1013
C -0.35719 0.23980 -4.95160  -0.1503
C 0.08034 -1.23899 -5.06304  -0.1429
C 0.67320 -1.51543 -6.47971  -0.1858
O 1.45161 -2.71318 -6.38596  -0.0418
C 2.75757 -2.44541 -6.04775  -0.3290
O 3.32023 -3.10889 -5.22574  0.1155
C -0.68639 2.95478 -2.59338  -0.3220
N -0.30299 3.93428 -3.35163  0.1962
C -0.04876 3.78870 -4.77968  -0.0328
C -1.28724 3.38136 -5.58566  -0.4942
O -2.40450 3.34538 -5.15642  0.1368
O -1.04006 3.09182 -6.89266  0.1244
N -0.91080 3.20682 -1.18119  0.0869
C 0.40081 3.02684 -0.55968  -0.4949
F 1.34580 2.55799 -1.43679  0.0994
F 0.83443 4.27511 -0.23444  0.1127
C 0.43161 2.18800 0.69982  -0.1241
C 1.87573 2.15932 1.28877  -0.2032
Si 2.61096 0.40217 1.21184  0.6113
C 2.11795 -0.46817 -0.41965  -0.1597
C 4.49131 0.48652 1.22882  -0.1667
C 1.84649 -0.60477 2.59469  -0.2651
C 2.04537 -1.96617 2.73933  -0.0951
C 1.42845 -2.65954 3.74405  -0.0633
C 0.59073 -2.03955 4.63388  -0.0553
C 0.40784 -0.68477 4.50632  -0.0898
C 1.01626 0.02639 3.50315  -0.1241
H -2.75839 -0.51841 3.61584  0.0764
H -2.30408 -1.42988 2.19150  0.0737
H -3.94497 -1.70141 2.93187  0.0856
H -4.29147 -0.23598 1.02686  0.1202
H -5.56038 1.20608 2.33234  0.0771
H -4.66157 0.63563 3.69830  0.0748
H -4.16009 2.13387 2.83602  0.0763
H -1.82587 1.20565 2.15000  0.1145
H -1.81214 0.12494 0.77642  0.1013
H -2.53689 3.08984 0.96387  0.1304
H -3.77320 2.14015 0.19727  0.0836
H -0.76570 0.41424 -1.17602  0.1435
H -2.99812 -1.44387 -3.40118  0.1548
H 1.00020 1.48328 -3.73883  0.1175
H 0.41362 0.03310 -2.97045  0.1093
H -1.43296 0.37077 -5.08129  0.1179
H 0.15147 0.82544 -5.72946  0.0856
H 0.89217 -1.46377 -4.36416  0.1189
H -0.75261 -1.92622 -4.94331  0.1075
H 1.26541 -0.66490 -6.83747  0.1101
H -0.17228 -1.72014 -7.13896  0.1320
H 3.19698 -1.58811 -6.59002  0.1476
H -0.16444 4.81520 -2.87228  0.1914
H 0.80898 3.13448 -4.95681  0.1269
H 0.27210 4.77143 -5.14047  0.1559
H -0.09353 2.90873 -6.97444  0.1099
H 0.15469 1.14406 0.54274  0.0795
H -0.25446 2.61978 1.43038  0.1254
H 1.86949 2.52850 2.31641  0.0822
H 2.57380 2.80378 0.74510  0.0798
H 2.73451 -1.36016 -0.55413  0.0447
H 1.06284 -0.75048 -0.30853  0.0151
H 2.28128 0.19795 -1.27409  0.0148
H 4.98290 -0.45467 1.48203  0.0377
H 4.86877 1.31634 1.83503  0.0331
H 4.80154 0.72558 0.19854  0.0300
H 2.68261 -2.50532 2.04352  0.1082
H 1.59157 -3.72983 3.81144  0.1211
H 0.08535 -2.59056 5.41744  0.0999
H -0.25947 -0.17951 5.19840  0.1103
H 0.79414 1.08849 3.46399  0.0852
N 2.37104 -5.29876 8.74469  -0.3061
S 3.69350 -4.58778 8.23717  0.4760
O 4.23540 -3.58588 9.09745  -0.2931
O 3.78951 -4.36199 6.82809  -0.3046
F 4.70001 -5.80325 8.45561  -0.1994
S 1.11542 -4.35812 8.72981  0.4623
O 0.01901 -4.89275 9.46960  -0.2964
O 0.79841 -3.72735 7.48424  -0.3125
F 1.55788 -3.13017 9.64517  -0.2005



| no. | M (g mol⁻¹) | E (Eh) |
| --- | --- | --- |
| 1 | 633.6 | -2169.8749 |
| 2 | 601.4 | -3571.9937 |
| 3 | 726.6 | -4260.2519 |
| 4 | 830.3 | -4163.0324 |